[1]
{
  "formula": "C5H10N2O",
  "method": "ωB97M-V/def2-TZVPD",
  "species": ["C", "C", "C", "C", "N", "C", "N", "H", "H", "H", "H", "H", "H", "H", "H", "H", "H", "O"],
  "xyz": [[1.145, 0.485, -1.875], [1.161, -0.596, -0.811], [0.040, -0.462, 0.188], [-0.262, -1.015, 1.394], [-1.646, -1.188, 1.550], [-2.153, -0.643, 0.478], [-1.205, -0.122, -0.335], [0.930, 1.459, -1.429], [0.355, 0.347, -2.627], [2.023, 0.508, -2.522], [1.069, -1.591, -1.260], [2.113, -0.587, -0.274], [0.314, -1.467, 2.184], [-3.203, -0.654, 0.231], [-1.376, 0.202, -1.268], [-0.315, 2.287, 1.809], [0.502, 1.253, 2.668], [0.509, 1.783, 1.897]],
  "forces_ev_per_a": [[-0.616, 0.293, -0.769], [0.408, 0.232, 0.777], [-0.732, -0.382, -0.841], [-0.901, -1.258, 0.353], [0.703, 0.848, -0.327], [-0.445, -0.067, 0.494], [0.160, -0.658, -0.119], [0.470, 0.034, -0.039], [-0.175, -0.240, 0.311], [0.300, 0.103, 0.502], [0.046, 0.101, -0.017], [0.002, 0.031, -0.050], [0.619, 0.171, -0.296], [-0.017, 0.273, -0.011], [0.087, 0.050, -0.092], [0.334, -0.504, 0.459], [-0.490, -0.678, 1.155], [0.246, 1.649, -1.490]],
  "total_energy_ev": -10374.375,
  "smiles": "CCc1cnc[nH]1.O",
  "homo_ev": -8.29
}

[2]
{
  "formula": "C24H25N8O2S",
  "method": "ωB97M-V/def2-TZVPD",
  "species": ["C", "N", "C", "S", "N", "C", "C", "O", "C", "C", "C", "C", "C", "C", "N", "C", "C", "C", "C", "C", "C", "C", "C", "C", "O", "H", "H", "H", "H", "H", "H", "H", "H", "H", "H", "H", "H", "H", "H", "H", "H", "H", "H", "H", "H", "H", "N", "C", "N", "C", "N", "C", "C", "N", "C", "N", "H", "H", "H", "H"],
  "xyz": [[1.112, -1.157, 3.189], [-0.241, -0.602, 3.106], [-1.102, -0.886, 4.157], [-0.674, -1.864, 5.449], [-2.329, -0.240, 4.078], [-3.275, -0.447, 5.181], [-2.755, 0.556, 2.989], [-3.897, 1.022, 2.967], [-1.770, 0.872, 1.952], [-2.141, 1.724, 0.955], [-1.356, 2.112, -0.201], [-0.665, 1.158, -0.969], [0.184, 1.527, -1.998], [0.333, 2.895, -2.361], [1.143, 3.259, -3.398], [1.698, 2.249, -4.284], [2.100, 0.995, -3.524], [0.923, 0.456, -2.718], [1.109, 4.611, -3.928], [0.930, 5.642, -2.825], [-0.303, 5.317, -1.979], [-0.428, 3.867, -1.650], [-1.298, 3.449, -0.655], [-0.381, 0.528, 2.258], [0.594, 1.149, 1.853], [1.648, -0.848, 2.289], [1.622, -0.780, 4.088], [1.037, -2.245, 3.256], [-4.155, 0.172, 5.000], [-3.552, -1.505, 5.253], [-2.783, -0.170, 6.120], [-3.140, 2.152, 1.045], [-0.797, 0.092, -0.757], [0.960, 1.972, -5.059], [2.562, 2.678, -4.801], [2.440, 0.227, -4.225], [2.934, 1.218, -2.847], [1.267, -0.294, -1.993], [0.221, -0.060, -3.393], [2.039, 4.794, -4.476], [0.282, 4.726, -4.653], [1.818, 5.668, -2.180], [0.814, 6.638, -3.264], [-0.281, 5.903, -1.050], [-1.203, 5.640, -2.525], [-1.934, 4.191, -0.160], [1.954, -7.579, 0.143], [1.050, -6.704, 0.620], [0.144, -7.079, 1.532], [-0.752, -6.159, 1.976], [-0.812, -4.825, 1.648], [0.055, -4.403, 0.750], [1.041, -5.344, 0.150], [1.754, -4.701, -0.792], [1.252, -3.406, -0.763], [0.251, -3.179, 0.145], [2.669, -7.299, -0.511], [1.960, -8.512, 0.533], [-1.506, -6.531, 2.682], [1.631, -2.637, -1.423]],
  "forces_ev_per_a": [[0.223, -0.065, 0.047], [0.479, 0.196, 0.582], [0.179, 0.272, -0.490], [-0.326, 0.577, -0.816], [-0.348, 0.006, -0.094], [0.025, -0.024, 0.092], [-1.389, 0.323, 0.655], [1.112, -0.652, 0.115], [-0.043, 0.800, -0.330], [-0.087, -0.233, 0.439], [0.240, 0.171, -1.096], [0.200, 0.326, 0.480], [-0.426, 0.706, 0.227], [-0.983, -0.395, 0.961], [0.944, 0.384, -0.457], [-0.226, -0.201, -0.066], [0.064, -0.088, 0.197], [0.147, -0.653, -0.452], [-0.306, -0.007, 0.026], [0.017, -0.019, 0.289], [-0.307, 0.665, -0.206], [0.125, -0.992, -0.092], [-0.047, -0.381, 0.640], [1.023, -0.106, -0.368], [-1.049, -0.885, 0.396], [-0.132, -0.207, 0.226], [-0.106, -0.087, -0.301], [0.025, 0.208, -0.130], [0.232, -0.134, -0.032], [0.056, 0.267, -0.092], [-0.171, -0.033, -0.223], [0.051, -0.150, 0.038], [0.212, 0.280, 0.122], [0.081, 0.068, 0.055], [-0.080, 0.020, 0.072], [0.053, 0.141, 0.032], [-0.098, 0.062, -0.120], [-0.099, 0.147, -0.242], [0.206, 0.025, 0.106], [-0.062, -0.075, 0.075], [0.085, -0.065, 0.046], [-0.080, -0.099, -0.165], [0.105, -0.108, 0.010], [-0.013, -0.094, -0.210], [0.142, 0.003, 0.074], [0.338, -0.111, -0.044], [0.640, -1.436, -0.104], [-0.942, 2.930, -0.139], [-0.270, 0.275, -0.036], [0.771, 1.905, -0.950], [-1.431, -2.054, 1.701], [3.011, -1.441, -2.307], [-1.809, 0.387, 1.392], [0.198, 1.852, -0.663], [-0.555, -2.580, 1.571], [0.297, -0.359, -0.259], [-0.304, 0.134, 0.226], [0.051, 0.344, -0.188], [0.373, 0.275, -0.269], [-0.018, -0.018, 0.048]],
  "total_energy_ev": -52148.097,
  "total_charge": -1,
  "homo_ev": -3.56
}

[3]
{
  "formula": "C5H10O2",
  "method": "ωB97M-V/def2-TZVPD",
  "species": ["C", "C", "C", "O", "C", "C", "H", "H", "H", "H", "H", "H", "H", "H", "H", "H", "O"],
  "xyz": [[-0.270, -0.817, -0.398], [-0.596, -1.927, -1.066], [0.611, 0.193, 3.185], [1.206, 1.409, 3.628], [0.678, 0.113, 1.701], [0.004, -0.828, 1.039], [-0.329, 0.145, -0.902], [-0.776, -2.822, -0.471], [-0.444, -2.002, -2.131], [1.066, -0.698, 3.623], [-0.436, 0.226, 3.504], [1.547, 1.236, 4.510], [1.155, 0.924, 1.152], [-0.596, -1.481, 1.657], [-2.013, 0.705, -6.295], [-0.592, 1.124, -6.225], [-1.397, 1.302, -6.739]],
  "forces_ev_per_a": [[-0.328, -0.399, -0.207], [0.773, 0.043, 0.672], [-0.132, 0.352, 0.195], [0.423, -0.374, 0.180], [-0.570, -0.005, -0.862], [-0.843, 1.188, 0.404], [0.854, -0.038, -0.085], [0.291, -0.145, -0.386], [-0.858, 0.062, -0.200], [0.184, 0.097, 0.181], [-0.069, -0.276, -0.092], [0.042, 0.270, 0.022], [0.133, -0.095, 0.254], [0.102, -0.679, -0.078], [-0.237, 0.155, -0.266], [-0.083, 0.312, -0.388], [0.320, -0.467, 0.655]],
  "total_energy_ev": -9440.008,
  "smiles": "C=C/C=C/CO.O",
  "homo_ev": -8.74
}

[4]
{
  "formula": "C23H26MoNS4Si",
  "method": "ωB97M-V/def2-TZVPD",
  "species": ["Mo", "S", "C", "C", "C", "C", "C", "C", "S", "C", "C", "C", "C", "C", "C", "C", "S", "C", "C", "C", "C", "C", "C", "S", "N", "H", "H", "H", "H", "H", "H", "H", "H", "H", "H", "H", "H", "H", "H", "H", "C", "Si", "C", "C", "C", "H", "H", "H", "H", "H", "H", "H", "H", "H", "H", "H"],
  "xyz": [[0.131, 0.470, 0.402], [-1.980, 1.313, 0.285], [-2.023, 2.774, -0.701], [-3.209, 3.238, -1.253], [-3.196, 4.468, -1.898], [-2.040, 5.238, -1.950], [-0.862, 4.793, -1.359], [-0.868, 3.547, -0.758], [0.537, 2.897, 0.112], [1.792, 2.772, -1.197], [2.749, 1.696, -0.794], [4.060, 1.724, -1.230], [4.908, 0.683, -0.892], [4.422, -0.344, -0.093], [3.117, -0.304, 0.350], [2.627, -1.319, 1.329], [0.924, -1.881, 0.941], [0.385, -2.268, 2.572], [0.403, -3.556, 3.068], [0.010, -3.754, 4.393], [-0.389, -2.687, 5.187], [-0.420, -1.393, 4.680], [-0.031, -1.194, 3.360], [-0.100, 0.390, 2.644], [2.268, 0.699, -0.014], [-4.123, 2.662, -1.183], [-4.106, 4.838, -2.350], [-2.059, 6.206, -2.432], [0.022, 5.418, -1.363], [2.296, 3.732, -1.298], [1.290, 2.538, -2.139], [4.404, 2.551, -1.836], [5.935, 0.676, -1.233], [5.062, -1.163, 0.204], [2.587, -0.884, 2.330], [3.272, -2.196, 1.347], [0.715, -4.393, 2.456], [0.016, -4.755, 4.801], [-0.691, -2.866, 6.210], [-0.751, -0.564, 5.291], [-1.030, -3.193, -2.601], [-1.695, -1.830, -1.532], [-2.270, -2.448, 0.139], [-2.933, -0.758, -2.416], [-0.095, -0.661, -1.249], [-1.847, -3.853, -2.905], [-0.298, -3.809, -2.075], [-0.571, -2.811, -3.515], [-3.286, -2.841, 0.050], [-2.311, -1.685, 0.922], [-1.646, -3.272, 0.492], [-3.871, -1.315, -2.495], [-2.595, -0.538, -3.430], [-3.179, 0.185, -1.925], [-0.223, 0.267, -1.858], [0.765, -1.240, -1.588]],
  "forces_ev_per_a": [[0.012, 0.227, 0.459], [-0.084, 0.078, 0.073], [-0.027, -0.044, 0.001], [0.035, 0.028, 0.001], [0.000, 0.010, -0.012], [-0.001, -0.008, 0.003], [0.002, -0.021, 0.008], [-0.001, -0.032, -0.029], [0.030, 0.066, -0.123], [-0.002, -0.008, -0.020], [0.047, 0.011, -0.021], [-0.070, 0.005, 0.020], [0.001, -0.007, 0.004], [-0.027, 0.017, -0.002], [0.051, 0.018, -0.011], [-0.026, -0.024, 0.041], [0.190, -0.175, -0.068], [-0.025, 0.059, 0.003], [0.024, 0.045, -0.028], [-0.004, -0.009, 0.014], [0.001, -0.007, 0.019], [-0.004, 0.024, 0.016], [0.003, -0.033, -0.016], [-0.074, -0.085, -0.111], [0.051, -0.091, 0.018], [0.003, -0.014, 0.002], [-0.004, -0.002, 0.004], [0.006, 0.002, -0.002], [0.006, 0.002, -0.003], [-0.003, -0.003, 0.009], [-0.008, 0.005, 0.011], [0.004, 0.003, -0.001], [0.001, -0.003, -0.002], [0.000, -0.002, 0.004], [0.023, 0.002, -0.007], [-0.004, 0.002, 0.009], [0.000, 0.006, -0.018], [0.001, -0.002, 0.003], [-0.007, 0.016, 0.001], [-0.005, -0.004, 0.009], [-0.076, 0.041, 0.073], [-0.021, -0.079, -0.133], [0.067, 0.090, 0.017], [0.079, 0.018, 0.074], [-0.188, -0.094, -0.260], [-0.010, -0.004, 0.014], [0.012, 0.010, 0.001], [0.000, 0.017, 0.002], [0.001, -0.034, -0.058], [-0.016, 0.010, -0.027], [-0.018, -0.021, -0.004], [0.001, -0.029, -0.003], [0.009, -0.003, -0.005], [-0.001, -0.007, 0.009], [-0.014, 0.012, 0.005], [0.061, 0.021, 0.039]],
  "total_energy_ev": -78811.701,
  "total_charge": 3,
  "homo_ev": [-17.49, -17.49]
}